Below is C5H12ClO2TiYb as an isolated structure in a non-equilibrium geometry, with properties calculated with the ωB97M-V functional and the def2-TZVPD basis.

The strongest force on any atom is 0.09303 Eh/bohr. The HOMO energy (spin up / spin down) is 2.100 / -0.863 eV. As for the multiplicity: 4. Its frontier orbital gap (spin up / spin down) is 3.080 / 5.986 eV. Its total energy is -76637.88795 eV. The charge is -2. As for the expectation value of S²: 3.759. Its energy above the lowest of the compared OMol25 structures with the same formula, charge and spin is 17.1 kcal/mol.

```
22
Properties=species:S:1:pos:R:3:forces:R:3
Yb 1.58943 0.70944 -2.91483 0.75 0.25 -1.12
Cl 1.29722 -1.79881 -1.68233 0.92 -1.07 -1.49
C 3.93663 1.69809 -3.47430 -0.31 -0.01 0.66
C 1.64158 -0.13572 -5.27766 -0.42 -0.18 0.50
H 4.07072 2.21516 -4.44429 -0.47 -0.12 0.15
H 4.04434 2.48200 -2.69882 0.19 0.03 -0.12
H 4.85357 1.08158 -3.39000 -0.28 -0.13 0.17
H 1.96948 0.53356 -6.09594 -0.16 0.10 0.44
H 0.54532 -0.27471 -5.38020 0.14 -0.11 -0.38
H 2.11093 -1.11374 -5.51116 -0.17 0.15 0.29
Ti 0.33018 -0.56879 -0.04753 -1.63 -0.29 -0.17
C 1.91457 0.13832 0.91843 1.80 1.04 1.34
C -0.24803 1.05457 -0.89296 0.41 0.91 -1.57
H 2.33047 1.02570 0.42747 0.25 0.07 0.02
H 1.61282 0.45564 1.93260 0.09 -0.05 -0.06
H 2.72215 -0.58900 1.03256 0.20 -0.11 0.04
H -1.12271 1.23927 -1.52475 -0.19 0.08 -0.05
H 0.22159 2.02184 -0.66604 -0.18 0.19 0.25
O -2.28184 -2.61975 2.31106 -0.71 1.05 -0.31
C -2.03282 -1.54431 1.78232 3.88 0.32 -0.87
O -0.76320 -1.21771 1.36036 -4.17 -1.31 1.95
H -2.72288 -0.67830 1.58131 0.05 -0.81 0.33
```
Positions in Å, forces in eV/Å.

***

Below is C10H16Cl2N4RhSe3Te as an isolated structure, with properties calculated with the ωB97M-V functional and the def2-TZVPD basis.

The strongest force on any atom is 0.00905 Eh/bohr. The HOMO energy is -3.431 eV. As for the multiplicity: 1. Its frontier orbital gap is 5.599 eV. Its total energy is -247965.55754 eV. The charge is -1. Its energy above the lowest of the compared OMol25 structures with the same formula, charge and spin is 287.3 kcal/mol.

```
37
Properties=species:S:1:pos:R:3:forces:R:3
Rh 0.64294 1.15064 -1.21046 -0.09 0.03 -0.19
N 0.72318 2.49530 0.56820 0.02 -0.02 0.00
C 0.83360 2.19192 2.00977 0.00 0.08 0.05
C 0.15747 0.91026 2.47873 -0.16 -0.04 0.04
N 0.97030 -0.29108 2.33843 0.10 -0.16 -0.08
C 1.38580 -0.66078 -0.51574 -0.02 -0.20 0.05
C 1.29874 -1.90411 -1.39259 0.04 -0.02 -0.06
N 2.42595 -1.85081 -2.32138 -0.11 0.04 0.02
H 1.43322 3.18245 0.33722 -0.04 0.01 -0.08
H -0.16454 2.94862 0.36986 -0.01 -0.02 0.07
H 0.40423 3.02053 2.58613 0.05 0.03 -0.02
H 1.89484 2.13753 2.25757 -0.02 -0.09 -0.01
H -0.85199 0.80536 2.05700 0.10 0.02 -0.05
H 0.00516 1.02958 3.55643 0.00 -0.06 -0.01
H 2.86798 3.10909 -1.61763 -0.03 -0.03 -0.05
H 1.66509 -2.07491 1.45459 -0.08 0.04 0.01
H 2.40198 -0.60819 -0.10441 -0.01 0.06 0.06
H 0.31113 -1.95535 -1.86270 -0.01 -0.01 0.01
H 1.43456 -2.81721 -0.78840 -0.05 0.00 0.03
H 2.38297 -1.00708 -2.89407 0.07 0.01 0.00
H 2.38197 -2.63237 -2.96323 0.00 -0.01 -0.01
Se 3.02494 1.63662 -1.61019 -0.06 0.15 0.10
Se 3.85802 1.32107 -3.73252 0.05 0.00 -0.07
Te -0.26742 3.00351 -2.98503 0.10 -0.24 -0.01
Se 0.07342 0.56503 -3.51313 0.02 0.20 0.05
Cl 0.58832 -1.21654 1.09083 0.40 0.19 0.13
C -0.86700 -1.54518 0.84580 -0.35 0.05 0.04
C -1.83533 -2.50521 0.90113 0.19 -0.04 -0.08
C -3.20824 -2.32302 0.85383 -0.18 0.07 -0.01
C -3.92055 -1.10809 0.76201 0.12 -0.03 -0.01
C -3.51981 0.15095 0.40795 0.07 0.00 -0.05
Cl -4.63385 1.49509 0.59487 -0.01 0.00 -0.01
C -2.31201 0.50244 -0.22094 0.17 0.00 -0.07
N -1.30606 0.76458 -0.71738 -0.23 -0.02 0.19
H -1.49591 -3.53819 0.98357 0.00 -0.01 0.02
H -3.81010 -3.21427 0.97245 -0.02 0.02 0.01
H -4.97299 -1.16817 1.02342 0.00 -0.01 0.00
```
Positions in Å, forces in eV/Å.

***

Below is C38H32BN11O3V as an isolated structure in a non-equilibrium geometry, with properties calculated with the ωB97M-V functional and the def2-TZVPD basis.

The strongest force on any atom is 0.03035 Eh/bohr. The HOMO energy (spin up / spin down) is -4.354 / -4.543 eV. As for the multiplicity: 3. Its frontier orbital gap (spin up / spin down) is 6.954 / 7.141 eV. Its total energy is -88829.13436 eV. The charge is -1. As for the expectation value of S²: 2.021. Its energy above the lowest of the compared OMol25 structures with the same formula, charge and spin is 19.4 kcal/mol.

```
86
Properties=species:S:1:pos:R:3:forces:R:3
V 0.38194 -0.63687 -0.12412 0.06 1.23 -0.90
C 3.01810 -2.02321 -3.57679 0.18 -0.04 0.07
O 4.27881 -1.49950 -3.14867 -0.26 0.02 -0.18
C 4.51459 -1.19928 -1.83685 -0.03 -0.06 -0.04
C 5.84033 -1.02596 -1.51691 0.17 0.00 0.13
C 6.26090 -0.70489 -0.21648 -0.04 -0.02 -0.04
C 5.31506 -0.58744 0.77061 0.03 0.01 0.06
C 3.95112 -0.74968 0.47191 -0.12 0.10 0.05
C 2.99500 -0.67723 1.54988 0.13 -0.13 -0.14
N 1.71584 -0.75954 1.46037 0.00 -0.02 1.26
N 1.11081 -0.82970 2.74792 0.19 0.07 -0.19
C -0.17793 -0.97504 2.63529 -0.05 -0.05 -0.17
O -0.81955 -1.05122 1.52714 0.63 -0.11 0.36
C -0.97268 -1.11191 3.89608 0.01 0.07 -0.06
C -0.40947 -0.90881 5.15369 0.01 -0.02 0.02
C -1.19091 -1.02002 6.29504 -0.05 -0.01 -0.05
C -2.54152 -1.34436 6.19276 0.10 0.02 0.00
C -3.10434 -1.54897 4.94087 0.10 0.00 -0.05
C -2.32202 -1.42809 3.79740 -0.16 0.00 0.01
C 3.49660 -1.00899 -0.84581 -0.05 -0.04 0.14
O 2.24444 -1.06168 -1.13434 0.00 0.14 0.20
H 3.18376 -2.36471 -4.59760 0.06 -0.01 -0.02
H 2.23460 -1.27535 -3.56183 -0.03 0.10 0.02
H 2.70477 -2.86844 -2.96164 0.02 0.00 0.04
H 6.56368 -1.14847 -2.31748 -0.06 0.01 0.05
H 7.31357 -0.56924 -0.00137 -0.03 -0.01 -0.02
H 5.60190 -0.35905 1.79359 -0.02 -0.04 -0.06
H 3.38635 -0.59683 2.55940 0.11 -0.03 0.11
H 0.64216 -0.65825 5.21376 -0.03 0.00 0.01
H -0.75005 -0.84873 7.26985 0.01 -0.01 -0.01
H -3.14958 -1.43296 7.08664 0.03 0.01 -0.04
H -4.15547 -1.79716 4.85449 0.01 0.01 -0.02
H -2.74513 -1.56229 2.80829 0.02 0.02 0.07
C -3.84404 -0.25078 -0.93824 -0.08 -0.01 0.02
C -2.62267 -0.90891 -0.78433 0.12 0.10 -0.02
N -1.64892 -0.04799 -0.52229 -0.89 0.68 0.23
N -2.21746 1.18628 -0.47784 0.09 -0.14 0.01
C -3.54143 1.07469 -0.74106 0.17 -0.08 0.06
B -1.51310 2.53777 -0.09611 0.21 -0.20 0.12
N -0.01655 2.51829 -0.50623 -0.01 -0.02 0.08
C 0.69573 3.63363 -0.77106 -0.02 -0.11 0.04
C 2.03191 3.31930 -0.73942 0.10 0.02 0.03
C 2.06186 1.95682 -0.42167 -0.07 0.05 -0.05
N 0.83522 1.47227 -0.27524 -0.28 0.67 0.04
N -1.56301 2.83441 1.44464 -0.12 0.12 -0.21
C -1.96025 3.93747 2.13915 0.15 -0.15 -0.17
C -1.59780 3.76729 3.45342 0.01 -0.09 0.03
C -0.96004 2.51096 3.46975 0.06 -0.06 0.01
N -0.93081 1.96725 2.26373 -0.22 0.09 0.06
N -2.26736 3.66358 -0.85900 -0.01 -0.05 -0.05
C -3.48056 4.20744 -0.56974 0.24 -0.01 0.03
C -3.86956 4.98611 -1.62985 0.00 0.02 -0.14
C -2.81697 4.84303 -2.55749 0.03 -0.05 -0.02
N -1.86931 4.04067 -2.10125 -0.29 0.06 0.18
H -4.80747 -0.67620 -1.16980 0.09 0.02 0.01
H -2.41284 -1.96298 -0.86847 0.06 0.05 0.02
H -4.18227 1.93642 -0.78992 0.05 -0.02 0.01
H 0.20156 4.56683 -0.98073 0.01 -0.09 0.03
H 2.86982 3.97301 -0.92342 -0.08 -0.07 0.01
H 2.92650 1.32674 -0.30740 -0.06 -0.07 -0.01
H -2.43267 4.77742 1.66161 0.01 -0.02 -0.03
H -1.76871 4.44582 4.27557 0.03 -0.06 -0.09
H -0.51627 1.98630 4.30697 -0.06 0.03 -0.13
H -3.99238 3.98946 0.35346 0.06 0.00 -0.01
H -4.77960 5.55856 -1.72540 0.10 -0.04 0.01
H -2.71229 5.28868 -3.53852 -0.01 -0.05 0.12
C 0.44056 -4.90729 0.21281 0.01 -0.08 0.05
C 0.16075 -5.32401 -1.08025 -0.02 0.01 -0.06
C -0.08123 -4.37618 -2.05311 -0.04 -0.08 -0.04
C -0.05698 -3.01904 -1.72603 0.12 0.06 -0.12
N 0.18841 -2.62737 -0.45791 -0.21 -1.51 -0.32
C 0.44139 -3.55353 0.47343 -0.10 0.12 0.05
C -0.22438 -1.92535 -2.69906 0.00 0.16 0.18
C -0.60348 -2.15647 -4.02244 0.02 -0.06 -0.06
C -0.69139 -1.09662 -4.90713 0.04 0.11 0.04
C -0.38487 0.18945 -4.45640 0.00 -0.09 -0.01
C -0.02768 0.41310 -3.13287 0.00 -0.10 0.02
C 0.04241 -0.63274 -2.20203 -0.19 -0.37 -0.74
H 0.65610 -5.61201 1.00538 -0.02 0.05 -0.03
H 0.14075 -6.37903 -1.32667 0.02 0.02 -0.01
H -0.27171 -4.67576 -3.07450 0.00 0.01 0.04
H 0.65078 -3.18347 1.46811 -0.01 0.06 0.01
H -0.83567 -3.15863 -4.37279 0.01 0.07 0.01
H -0.99548 -1.26437 -5.93386 0.02 0.01 0.02
H -0.44229 1.02861 -5.14425 0.00 -0.06 0.03
H 0.18006 1.43492 -2.82938 -0.03 -0.04 0.05
```
Positions in Å, forces in eV/Å.